(1)
C51H57AlIN8O3PS as an isolated structure, computed with ωB97M-V/def2-TZVPD.

Calculated values
Relative energy (zero: lowest compared OMol25 entry of this formula, charge and spin): 44.91 kJ/mol
HOMO energy: -0.25987 Ha
Kohn-Sham gap: 4.54 eV
Calculated total energy: -106697.0299 eV
LUMO energy: -2.528 eV

```
! wB97M-V def2-TZVPD RIJCOSX def2/J DEFGRID3
* xyz 0 1
Al 1.008 0.409 0.131
C 3.413 0.945 5.589
C 4.548 0.793 4.799
C 4.428 0.544 3.447
C 3.158 0.428 2.878
C 2.031 0.514 3.671
C 2.159 0.799 5.023
N 2.995 0.296 1.444
N 4.095 0.428 0.879
C 4.132 0.296 -0.519
C 5.379 0.454 -1.097
C 5.491 0.272 -2.464
C 4.350 -0.065 -3.170
C 3.144 -0.183 -2.494
N 3.021 -0.003 -1.176
H 3.511 1.160 6.644
H 5.533 0.884 5.236
H 5.310 0.450 2.834
H 1.071 0.360 3.202
H 1.274 0.904 5.635
H 6.218 0.699 -0.462
H 6.443 0.382 -2.962
H 4.374 -0.231 -4.236
H 2.244 -0.415 -3.041
I 3.795 5.628 2.642
C 2.174 4.324 2.585
C 1.057 4.532 3.383
C 0.010 3.634 3.285
C 0.122 2.569 2.408
N 1.204 2.357 1.667
C 2.207 3.225 1.746
H 1.011 5.375 4.060
H -0.888 3.756 3.876
H -0.663 1.840 2.293
H 3.073 3.033 1.122
C -3.326 -0.595 -0.094
C -2.988 -0.311 1.376
C -2.714 1.193 1.432
C -4.246 -0.583 2.210
P -1.389 -1.251 1.845
N -0.132 -0.559 1.192
C -1.288 -1.342 3.754
C 0.094 -1.904 4.152
C -2.326 -2.222 4.471
C -1.423 0.062 4.361
C -1.650 -3.078 1.353
C -3.051 -3.660 1.604
C -0.630 -3.987 2.061
C -1.329 -3.252 -0.123
H -4.077 0.130 -0.418
H -3.737 -1.586 -0.262
H -2.453 -0.470 -0.730
H -3.551 1.719 0.969
H -1.821 1.448 0.867
H -2.618 1.578 2.444
H -5.068 -0.026 1.752
H -4.156 -0.226 3.233
H -4.536 -1.629 2.224
H 0.037 -2.960 4.399
H 0.449 -1.392 5.047
H 0.843 -1.782 3.373
H -2.248 -3.268 4.196
H -3.352 -1.900 4.330
H -2.113 -2.162 5.542
H -0.591 0.712 4.102
H -1.436 -0.034 5.451
H -2.344 0.559 4.076
H -3.444 -3.474 2.597
H -2.980 -4.743 1.481
H -3.783 -3.315 0.878
H -0.871 -4.179 3.102
H 0.383 -3.591 1.995
H -0.640 -4.950 1.547
H -1.911 -2.622 -0.790
H -1.501 -4.291 -0.414
H -0.280 -3.044 -0.259
O -1.375 -8.498 -4.952
S -0.481 -7.602 -4.259
O -0.720 -7.458 -2.835
O 0.919 -7.673 -4.644
C -0.887 -5.949 -4.902
N -1.513 -5.808 -6.069
C -1.715 -4.567 -6.490
C -1.324 -3.448 -5.771
C -0.688 -3.709 -4.568
N -0.465 -4.942 -4.142
C -0.222 -2.668 -3.616
C -0.833 -1.430 -3.474
C -0.433 -0.596 -2.445
N 0.523 -0.913 -1.575
C 1.139 -2.090 -1.748
C 0.812 -2.984 -2.739
H -2.214 -4.461 -7.447
H -1.491 -2.446 -6.141
H -1.647 -1.127 -4.120
H -0.905 0.359 -2.290
H 1.921 -2.327 -1.036
H 1.289 -3.952 -2.805
C 0.716 5.390 -5.161
C 1.081 4.085 -5.459
C 1.285 3.174 -4.434
C 1.110 3.536 -3.098
C 0.760 4.854 -2.813
C 0.566 5.770 -3.835
C 1.334 2.477 -2.075
C 0.550 2.108 -1.050
C -0.675 2.965 -0.884
C -1.770 2.840 -1.742
C -2.888 3.649 -1.620
C -2.946 4.622 -0.634
C -1.849 4.798 0.195
C -0.730 3.989 0.062
H 0.559 6.107 -5.956
H 1.208 3.776 -6.489
H 1.567 2.154 -4.672
H 0.641 5.167 -1.786
H 0.294 6.790 -3.593
H 2.243 1.939 -2.277
H -1.740 2.134 -2.561
H -3.712 3.526 -2.311
H -3.822 5.248 -0.529
H -1.852 5.585 0.940
H 0.141 4.202 0.666
*
```

(2)
C51H57AsBrClN2O6SeV as an isolated structure, computed with ωB97M-V/def2-TZVPD.

Calculated values
⟨S²⟩: 0.81
Relative energy (zero: lowest compared OMol25 entry of this formula, charge and spin): 0.00 kJ/mol
HOMO energy (spin up / spin down): -0.04822 / -0.05442 Ha
Kohn-Sham gap (spin up / spin down): 5.03 / 5.20 eV
Calculated total energy: -303514.4758 eV
LUMO energy (spin up / spin down): 3.722 / 3.723 eV

```
! wB97M-V def2-TZVPD RIJCOSX def2/J DEFGRID3
* xyz -2 2
V 0.502 -0.811 -0.121
C -6.963 -0.524 -1.150
C -5.869 -1.243 -1.951
C -6.075 -0.960 -3.446
C -6.038 -2.747 -1.729
C -4.489 -0.739 -1.517
C -3.506 -1.607 -1.035
C -2.269 -1.114 -0.647
N -1.144 -1.813 -0.278
C -1.000 -3.161 -0.043
C -1.953 -4.096 0.326
C -1.589 -5.424 0.580
C -0.254 -5.784 0.488
C 0.754 -4.861 0.155
C 0.364 -3.552 -0.116
O 1.232 -2.583 -0.433
C 2.234 -5.244 0.128
C 2.989 -4.417 1.180
C 2.825 -4.975 -1.264
C 2.459 -6.725 0.445
C -2.684 -6.411 0.999
C -3.783 -6.461 -0.073
C -2.151 -7.831 1.183
C -3.302 -5.956 2.328
C -1.979 0.276 -0.783
O -0.734 0.629 -0.463
C -2.925 1.149 -1.324
C -4.184 0.604 -1.647
C -2.663 2.604 -1.745
C -1.386 3.246 -1.197
C -3.840 3.500 -1.303
C -2.558 2.623 -3.279
H -7.956 -0.879 -1.447
H -6.926 0.555 -1.309
H -6.837 -0.705 -0.080
H -7.050 -1.333 -3.780
H -5.295 -1.443 -4.036
H -6.030 0.110 -3.654
H -7.044 -3.052 -2.030
H -5.902 -3.016 -0.679
H -5.321 -3.323 -2.318
H -3.685 -2.670 -1.002
H -2.980 -3.785 0.457
H 0.032 -6.803 0.696
H 2.893 -3.352 0.981
H 4.049 -4.695 1.188
H 2.576 -4.602 2.175
H 2.699 -3.930 -1.543
H 2.326 -5.591 -2.016
H 3.891 -5.224 -1.267
H 2.105 -6.989 1.445
H 3.531 -6.939 0.404
H 1.957 -7.375 -0.277
H -3.384 -6.857 -1.010
H -4.185 -5.469 -0.283
H -4.611 -7.103 0.248
H -1.672 -8.198 0.272
H -2.978 -8.506 1.424
H -1.423 -7.891 1.994
H -3.780 -4.981 2.228
H -2.533 -5.866 3.097
H -4.057 -6.674 2.669
H -4.926 1.269 -2.073
H -1.410 3.308 -0.110
H -1.334 4.271 -1.581
H -0.489 2.705 -1.484
H -4.106 3.303 -0.262
H -4.734 3.352 -1.913
H -3.557 4.553 -1.389
H -1.694 2.045 -3.612
H -2.447 3.653 -3.638
H -3.452 2.191 -3.735
O -0.034 0.303 -4.718
Cl 0.976 0.097 -3.721
O 2.142 -0.513 -4.324
O 0.458 -0.803 -2.691
O 1.349 1.352 -3.112
Br 5.330 2.267 1.557
C 4.521 1.076 0.332
C 5.270 0.480 -0.666
C 4.636 -0.369 -1.543
C 3.272 -0.590 -1.391
N 2.574 -0.038 -0.410
C 3.175 0.791 0.450
H 6.330 0.689 -0.748
H 5.162 -0.849 -2.356
H 2.729 -1.231 -2.069
H 2.556 1.187 1.239
C -1.527 7.072 2.718
C -0.278 6.764 2.197
C 0.117 5.438 2.087
C -0.709 4.398 2.510
C -1.962 4.722 3.025
C -2.367 6.046 3.126
As 0.010 2.552 2.275
C -1.510 1.613 3.042
C -2.621 1.149 2.356
C -3.612 0.466 3.047
C -3.492 0.253 4.416
C -2.375 0.708 5.101
C -1.375 1.389 4.414
C -0.109 1.872 4.995
C 0.282 1.743 6.323
C 1.521 2.219 6.728
C 2.378 2.816 5.815
C 1.995 2.945 4.484
C 0.756 2.482 4.080
H -1.847 8.105 2.795
H 0.383 7.555 1.864
H 1.087 5.208 1.654
H -2.632 3.934 3.349
H -3.349 6.276 3.525
H -2.704 1.272 1.283
H -4.467 0.076 2.508
H -4.261 -0.294 4.948
H -2.278 0.509 6.162
H -0.371 1.263 7.042
H 1.824 2.110 7.763
H 3.351 3.170 6.134
H 2.670 3.395 3.766
Se 0.685 -0.719 2.169
*
```

(3)
C51H58BN7O3P2Re as an isolated structure, computed with ωB97M-V/def2-TZVPD.

Calculated values
⟨S²⟩: 0.76
Relative energy (zero: lowest compared OMol25 entry of this formula, charge and spin): 157.75 kJ/mol
HOMO energy (spin up / spin down): -0.22607 / -0.24387 Ha
Kohn-Sham gap (spin up / spin down): 6.59 / 6.75 eV
Calculated total energy: -91788.8513 eV
LUMO energy (spin up / spin down): 0.437 / 0.112 eV

```
! wB97M-V def2-TZVPD RIJCOSX def2/J DEFGRID3
* xyz 0 2
Re 0.336 -0.402 -0.480
O 2.007 0.980 -4.035
C 1.265 0.660 -3.116
N 1.581 -0.134 -2.065
C 2.791 -0.930 -2.174
C 2.389 -2.350 -1.899
C 2.980 -3.438 -2.371
C 2.533 -4.813 -1.994
C 1.564 -4.838 -0.788
C 1.019 -3.505 -0.398
N 1.284 -2.400 -0.979
C -0.175 1.106 -3.115
C -0.647 1.993 -4.068
C -1.996 2.300 -4.064
C -2.817 1.707 -3.115
C -2.257 0.837 -2.198
N -0.959 0.540 -2.201
H 3.525 -0.603 -1.431
H 3.236 -0.831 -3.162
H 3.815 -3.327 -3.055
H 3.400 -5.458 -1.848
H 1.899 -5.377 0.099
H 0.268 -3.473 0.384
H 0.051 2.403 -4.784
H -2.407 2.987 -4.794
H -3.879 1.916 -3.081
H -2.858 0.341 -1.444
C 1.447 -5.525 -2.885
C 0.935 -4.747 -4.052
C -0.154 -3.992 -3.968
C -0.983 -3.936 -2.745
C -0.773 -4.801 -1.753
C 0.488 -5.606 -1.660
P -2.011 -2.437 -2.580
C -3.644 -2.986 -3.207
C -4.599 -1.995 -3.439
C -5.863 -2.318 -3.906
C -6.183 -3.643 -4.178
C -5.235 -4.634 -3.975
C -3.975 -4.308 -3.487
C -2.270 -2.309 -0.756
C -3.411 -2.881 -0.181
C -3.646 -2.827 1.183
C -2.702 -2.226 1.999
C -1.557 -1.679 1.442
C -1.308 -1.646 0.055
H 1.791 -6.505 -3.219
H 1.512 -4.777 -4.971
H -0.471 -3.389 -4.813
H -1.404 -4.773 -0.869
H 0.311 -6.619 -1.298
H -4.344 -0.957 -3.249
H -6.596 -1.537 -4.070
H -7.166 -3.898 -4.553
H -5.476 -5.668 -4.192
H -3.243 -5.089 -3.319
H -4.133 -3.382 -0.813
H -4.543 -3.270 1.600
H -2.842 -2.204 3.075
H -0.811 -1.271 2.112
O 2.980 0.012 1.188
B 1.818 -0.799 1.011
O 1.934 -1.883 1.932
C 3.093 -1.702 2.632
C 3.619 -2.470 3.645
C 4.827 -2.042 4.200
C 5.464 -0.893 3.745
C 4.919 -0.122 2.715
C 3.728 -0.555 2.178
H 3.113 -3.360 3.995
H 5.275 -2.616 5.001
H 6.400 -0.589 4.196
H 5.405 0.775 2.352
N -0.041 1.205 0.410
P 0.198 2.507 1.231
N -1.238 3.231 1.695
C -1.998 4.246 0.965
C -2.887 3.650 -0.118
C -3.865 2.659 0.503
C -3.123 1.626 1.342
C -2.163 2.275 2.334
N 1.075 2.198 2.621
C 1.750 3.269 3.347
C 1.048 3.643 4.649
C 0.937 2.413 5.543
C 0.227 1.290 4.795
C 0.910 1.008 3.457
N 1.085 3.613 0.361
C 1.069 5.082 0.394
C 2.417 5.669 -0.037
C 3.594 4.953 0.616
C 3.559 3.448 0.275
C 2.235 3.044 -0.368
H -1.339 4.995 0.557
H -2.625 4.755 1.709
H -2.250 3.147 -0.853
H -3.424 4.450 -0.636
H -4.457 2.162 -0.270
H -4.574 3.209 1.134
H -2.528 0.972 0.701
H -3.825 0.990 1.888
H -1.592 1.490 2.826
H -2.713 2.821 3.111
H 1.858 4.129 2.697
H 2.766 2.918 3.582
H 0.051 4.030 4.417
H 1.607 4.437 5.152
H 0.409 2.651 6.469
H 1.944 2.082 5.825
H -0.814 1.579 4.636
H 0.221 0.373 5.391
H 0.378 0.254 2.887
H 1.911 0.610 3.666
H 0.825 5.431 1.401
H 0.309 5.481 -0.283
H 2.416 6.733 0.205
H 2.509 5.599 -1.123
H 3.553 5.103 1.697
H 4.530 5.404 0.284
H 3.702 2.845 1.174
H 4.367 3.187 -0.413
H 2.152 1.961 -0.372
H 2.184 3.363 -1.413
*
```

(4)
C51H61BrN8O5PPb as an isolated structure, computed with ωB97M-V/def2-TZVPD.

Calculated values
HOMO energy: -0.15663 Ha
Kohn-Sham gap: 6.59 eV
Calculated total energy: -160610.9906 eV
LUMO energy: 2.326 eV

```
! wB97M-V def2-TZVPD RIJCOSX def2/J DEFGRID3
* xyz -1 1
Pb 0.457 0.810 0.626
C 3.861 4.127 -2.060
C 2.660 3.258 -1.699
C 1.836 2.922 -2.951
P 3.019 1.670 -0.774
C 4.658 1.961 0.047
C 5.274 0.621 0.468
C 4.470 2.867 1.268
C 3.438 0.502 -2.106
C 4.547 0.616 -2.937
C 4.824 -0.295 -3.951
C 6.041 -0.156 -4.835
C 3.919 -1.343 -4.124
C 2.810 -1.498 -3.312
C 2.538 -0.598 -2.247
N 1.504 -0.716 -1.376
C 0.746 -1.910 -1.308
C -0.325 -2.074 -2.370
C -0.982 -0.809 -2.837
C -0.690 -3.270 -2.839
C -0.002 -4.495 -2.455
C 0.076 -7.085 -3.349
C 1.159 -4.571 -1.524
C 1.506 -3.276 -0.809
C 3.006 -3.167 -0.567
H 3.515 5.025 -2.586
H 4.547 3.597 -2.726
H 4.414 4.453 -1.176
H 2.022 3.816 -1.007
H 2.480 2.518 -3.735
H 1.336 3.820 -3.332
H 1.065 2.173 -2.741
H 5.323 2.450 -0.670
H 4.653 0.133 1.224
H 6.262 0.787 0.909
H 5.386 -0.055 -0.380
H 3.979 2.307 2.071
H 3.856 3.745 1.047
H 5.441 3.210 1.642
H 5.238 1.444 -2.786
H 6.671 0.670 -4.500
H 5.764 0.034 -5.877
H 6.651 -1.065 -4.824
H 4.091 -2.059 -4.925
H 2.126 -2.325 -3.486
H -1.314 -0.221 -1.973
H -1.844 -1.025 -3.471
H -0.267 -0.194 -3.391
H -1.488 -3.347 -3.572
H -1.797 -6.275 -3.883
H 0.385 -8.007 -2.869
H 0.493 -6.916 -4.336
H 2.030 -5.144 -1.845
H 3.313 -3.923 0.163
H 3.254 -2.184 -0.168
H 3.563 -3.317 -1.491
C -6.795 4.081 -0.961
C -6.527 2.857 -1.853
C -7.784 1.983 -1.852
C -6.278 3.332 -3.291
C -5.308 2.105 -1.311
C -4.044 2.681 -1.376
C -2.979 2.041 -0.787
Br -1.255 2.861 -0.944
C -3.030 0.828 -0.039
O -2.001 0.372 0.592
C -4.320 0.198 -0.078
C -5.386 0.865 -0.681
C -4.622 -1.213 0.478
C -3.454 -1.923 1.165
C -5.770 -1.137 1.498
C -5.054 -2.108 -0.699
H -7.657 4.652 -1.328
H -5.925 4.743 -0.939
H -7.000 3.762 0.064
H -8.623 2.548 -2.268
H -8.056 1.678 -0.838
H -7.642 1.084 -2.460
H -7.174 3.820 -3.690
H -6.027 2.485 -3.935
H -5.456 4.050 -3.341
H -3.879 3.627 -1.881
H -6.350 0.369 -0.662
H -3.097 -1.366 2.033
H -2.604 -2.042 0.495
H -3.786 -2.915 1.487
H -5.484 -0.503 2.343
H -5.994 -2.139 1.879
H -6.687 -0.731 1.063
H -4.252 -2.159 -1.442
H -5.952 -1.727 -1.194
H -5.260 -3.125 -0.345
O 1.032 3.199 1.461
N 1.266 3.429 2.676
N 1.157 2.420 3.463
O 0.809 1.192 3.127
C 1.349 2.680 4.866
C 2.158 3.719 5.321
C 2.301 3.922 6.685
C 1.651 3.098 7.597
C 0.848 2.068 7.131
C 0.698 1.853 5.767
H 2.662 4.349 4.603
H 2.936 4.727 7.039
H 1.773 3.257 8.662
H 0.333 1.422 7.833
H 0.073 1.061 5.375
C 2.403 -0.392 5.909
N 1.821 -1.090 4.769
C 0.786 -1.940 4.914
C 0.338 -2.701 3.890
C 1.045 -2.538 2.682
O 0.748 -3.416 1.680
N 1.976 -1.668 2.474
C 2.412 -0.864 3.501
O 3.297 -0.034 3.405
H 3.301 -0.908 6.249
H 1.677 -0.352 6.719
H 2.675 0.613 5.609
H 0.330 -1.976 5.894
H -0.504 -3.370 3.974
N 0.112 -1.863 0.066
C 0.728 -2.897 0.424
C -0.057 -5.397 -1.172
C -0.905 -5.479 -0.036
N -1.571 -5.640 0.890
C -0.301 -5.919 -2.538
N -1.340 -6.710 -3.091
*
```

Which of these has the lowest calculated total energy? C51H57AsBrClN2O6SeV

The lowest calculated total energy belongs to which entry? C51H57AsBrClN2O6SeV

What is the calculated total energy in the third record? -91788.8513 eV

Which of these has the lowest calculated total energy? C51H57AsBrClN2O6SeV